Density functional theory data (ωB97M-V/def2-TZVPD) for C4H9N3O in the gas phase.

Positions of all 17 atoms, in Å:
H  -1.5753  -0.0666  0.5975
C  -0.8543  -1.0888  -1.1382
H  0.4844  0.8302  2.1873
H  -0.2019  -3.1162  -1.3052
H  -1.4040  0.9427  -0.8473
C  -0.0295  -2.2536  -0.6547
H  -0.4316  2.6563  1.1283
N  0.3057  2.9315  0.4749
O  -1.5069  -1.1713  -2.1813
N  0.4219  0.5680  0.1734
H  1.8272  0.1741  1.5674
N  0.8042  0.1467  1.4934
C  -0.9275  0.1477  -0.2604
H  -0.3279  -2.5224  0.3615
H  1.0325  -2.0004  -0.6889
H  1.5970  1.9466  -0.8263
C  0.7860  1.8754  -0.0814

Force components x, y, z for each atom (eV/Å):
H 0.0787 -0.0183 0.0344
C -1.1530 -0.7743 -1.5123
H -0.0843 -0.1132 -0.1679
H -0.0184 0.2527 0.0335
H 0.1873 -0.1412 0.1423
C -0.0661 -0.2061 -0.2700
H -0.0917 0.0751 0.0383
N 0.7878 -1.2598 -0.8836
O 0.9794 0.4654 1.6450
N -0.4521 -1.8974 0.6040
H -0.4517 -0.2027 -0.3420
N -0.0604 0.0919 0.1376
C 0.4243 0.2951 -0.0042
H 0.2623 0.1564 0.0386
H -0.0871 0.0145 0.2699
H -0.3160 0.4753 0.3122
C 0.0609 2.7867 -0.0757

Results
highest occupied orbital energy = -9.2 eV
electronic energy = -10809.6199 eV
HOMO-LUMO gap = 9.98 eV
SMILES = [H]/N=C\N(N)CC(C)=O

Density functional theory data (ωB97M-V/def2-TZVPD) for C4H9N3O in the gas phase.

Positions of all 17 atoms, in Å:
H  -1.7643  1.3201  0.1033
H  0.3832  2.3584  0.4534
N  -0.8270  -0.5071  0.2588
H  2.1909  2.0138  0.3812
C  1.1876  1.6499  0.5181
H  -2.5436  0.9962  -2.2182
O  -0.2306  -0.1022  1.5148
H  -0.7529  -2.4564  0.3608
N  1.9554  -0.6262  0.8354
H  -1.7538  -0.6716  -2.2499
C  0.9731  0.3679  0.8301
H  2.8865  -0.2814  0.6537
N  -0.5411  -1.7220  -0.3090
C  -1.5519  0.4327  -0.4726
H  0.4424  -1.7714  -0.5822
H  1.9130  -1.2396  1.6381
C  -1.9668  0.2390  -1.7160

Force components x, y, z for each atom (eV/Å):
H -0.0099 0.1198 -0.0450
H -0.1249 0.0839 0.1950
N -2.1878 -0.5668 -0.2628
H 0.1351 -0.1285 -0.4759
C -0.4367 -0.3791 0.1103
H -0.0931 0.1298 0.0544
O 1.8099 0.5412 -3.7657
H -0.0030 -0.0406 -0.2196
N -0.3393 -0.0962 -0.1580
H 0.0482 -0.0696 -0.0025
C 0.6901 0.5943 3.3810
H -0.0580 -0.0082 -0.0553
N 0.4398 0.0323 0.7014
C 0.4023 -0.3789 0.7841
H -0.1448 -0.0789 0.1132
H -0.0121 0.1335 -0.0266
C -0.1158 0.1119 -0.3280

Results
highest occupied orbital energy = -7.7 eV
electronic energy = -10807.2409 eV
HOMO-LUMO gap = 8.50 eV
SMILES = C=CN(N)OC(=C)N

What are the F_max values for these records? In order: 2.79; 4.21 eV/Å.
What are the relative energy (zero: lowest compared OMol25 entry of this formula, charge and spin) values for these records? In order: 2.842; 5.221 eV.